1.
Density functional theory data (ωB97M-V with the def2-TZVPD basis set) for the ion C5H11NP with charge +1 in a non-equilibrium geometry.

XYZ file:
```
18
Properties=species:S:1:pos:R:3:forces:R:3:mulliken_charge:R:1
C 0.97057 0.32538 -1.15656 0.40 -1.09 -0.85 -1.01
C 1.13237 0.32479 1.53262 1.64 1.86 -0.60 -0.77
C -1.25990 1.35140 0.94695 0.76 -0.76 -3.91 -0.38
C 1.02323 -0.45617 0.22770 -1.95 2.35 -1.92 -0.25
C -0.23490 -0.23998 -0.60145 -0.52 2.92 2.23 -0.01
N -1.01885 -1.17043 -1.40820 1.28 -3.50 0.04 -0.19
P -0.54386 0.54122 2.28333 0.89 -2.37 0.74 -0.05
H 1.12889 1.36807 -1.28472 0.05 0.89 0.57 0.22
H 1.37915 -0.17056 -2.07444 -0.05 -0.02 0.89 0.29
H 1.93645 -0.07067 2.20821 -0.99 0.27 -0.49 0.41
H 1.46234 1.39584 1.23428 -0.26 -1.60 0.69 0.29
H -0.74544 2.23905 0.47723 -1.03 -0.81 0.71 0.33
H -2.29850 1.11571 0.68869 0.33 0.60 0.19 0.37
H 1.55360 -1.31348 0.03993 1.20 -2.22 0.36 0.56
H -1.13975 -2.12813 -0.95717 0.91 1.02 -0.40 0.39
H -0.53790 -1.33822 -2.33988 -1.01 0.26 0.95 0.38
H -1.99385 -0.99126 -1.49264 -0.99 1.34 -0.67 0.36
H -0.81364 -0.78256 1.67611 -0.65 0.85 1.48 0.06
```
Forces are in eV/Å.

Values from the calculation:
E_HOMO (spin up / spin down) in eV: -12.44 / -12.44
Net charge: +1
Energy relative to the best compared isomer or geometry (same formula, charge and spin) in eV: 3.8995
F_max in eV/Å: 4.1
M in g/mol: 116.124
LUMO energy (spin up / spin down) in eV: -4.4 / -4.4

***

2.
Density functional theory data (ωB97M-V with the def2-TZVPD basis set) for an isolated molecule of C3H5NO2Si in a non-equilibrium geometry.

XYZ file:
```
12
Properties=species:S:1:pos:R:3:forces:R:3:mulliken_charge:R:1
C 1.22183 -1.45047 -0.34971 -0.27 0.72 -0.03 0.22
C 1.49407 0.81762 0.00658 0.09 1.44 1.25 0.58
C -0.53610 -0.54294 0.83257 -0.69 1.24 0.49 -0.54
N 1.78097 -0.23680 -0.52992 0.23 -1.97 -0.82 -0.42
O 1.49824 1.93958 0.30659 -0.23 0.15 -0.21 -0.37
O 0.13876 -1.58771 0.33653 1.01 -1.12 -0.98 -0.27
Si -1.34007 0.83123 -0.16639 -0.02 -0.81 0.33 0.46
H 1.70277 -2.31501 -0.76333 -0.11 -0.27 0.17 0.43
H -1.20842 -0.93201 1.59690 0.13 0.09 0.00 0.32
H -0.74766 0.93874 -1.50119 0.23 0.16 -0.22 -0.11
H -1.25492 2.06424 0.60488 -0.05 0.33 0.05 -0.12
H -2.74946 0.47353 -0.37352 -0.31 0.05 -0.04 -0.19
```
Forces are in eV/Å.

Values from the calculation:
E_HOMO (spin up / spin down) in eV: -7.43 / -7.69
Energy relative to the best compared isomer or geometry (same formula, charge and spin) in eV: 5.4280
F_max in eV/Å: 2.1
M in g/mol: 115.164
LUMO energy (spin up / spin down) in eV: -0.3 / -0.1

***

3.
Density functional theory data (ωB97M-V with the def2-TZVPD basis set) for a cluster of 6 separate species, C40H90ClN5O4 in total in a non-equilibrium geometry.

XYZ file:
```
140
Properties=species:S:1:pos:R:3:forces:R:3:mulliken_charge:R:1
Cl 0.80257 -0.64707 1.68591 0.70 -1.43 -0.25 1.39
O 0.40243 -2.02297 1.48505 -0.36 -0.83 0.22 -0.64
O 2.20335 -0.52383 1.57411 1.80 -0.05 -0.30 -0.70
O 0.20982 0.10289 0.63579 -1.41 1.38 -0.90 -0.18
O 0.42855 -0.22348 2.98595 -1.24 0.63 0.96 -0.66
C -1.45199 -9.70149 2.83552 0.23 0.65 1.29 -1.44
C -1.04279 -8.65701 1.79133 0.63 0.34 0.51 -0.14
C -1.37555 -7.17544 2.18254 -0.08 -0.40 -1.13 -0.79
N -1.12478 -6.17009 1.02199 0.15 -0.29 -1.08 0.45
C 0.39618 -5.87891 0.69987 -0.56 -0.33 0.66 -0.93
C -1.79544 -4.82741 1.26821 -0.24 -0.62 -0.56 -1.21
C -1.83818 -4.16968 -0.12625 0.24 -0.18 0.56 0.14
C -1.85617 -5.36633 -1.11553 -0.67 0.99 -0.17 -1.08
C -1.85766 -6.62009 -0.29968 1.44 -0.20 0.64 -0.66
H -2.51144 -9.95769 2.83308 0.11 0.00 -0.14 0.36
H -1.20370 -9.30961 3.82187 -0.37 0.32 0.29 0.36
H -0.83631 -10.59936 2.88932 -0.14 -0.10 -0.95 0.38
H -1.50903 -8.95994 0.85380 0.19 0.41 -0.14 0.27
H 0.04400 -8.70288 1.72149 0.04 -0.17 -0.44 0.30
H -0.83443 -6.75973 3.03252 0.18 -0.42 0.03 0.43
H -2.44268 -7.12911 2.39986 -0.07 0.33 -0.09 0.30
H 0.98414 -6.79558 0.74604 -0.31 0.01 0.31 0.33
H 0.75019 -5.11634 1.39362 -0.11 -0.35 0.40 0.41
H 0.61552 -5.43244 -0.27000 -0.92 -0.22 -0.18 0.33
H -1.34065 -4.29018 2.10046 0.34 -0.01 -0.34 0.77
H -2.81983 -5.08545 1.53685 -0.04 0.00 0.18 0.48
H -0.94977 -3.57789 -0.34674 -0.14 0.23 0.41 -0.12
H -2.71732 -3.52620 -0.16040 0.06 -0.03 -0.23 0.37
H -0.96919 -5.23181 -1.73463 -0.35 -0.51 -0.31 0.36
H -2.77663 -5.38113 -1.69918 0.32 0.21 -0.40 0.37
H -1.30835 -7.44063 -0.76129 0.18 0.14 0.17 0.49
H -2.86338 -7.00142 -0.12304 0.08 0.25 0.69 0.46
C -2.34575 2.16184 -6.37298 0.55 0.62 0.29 -1.45
C -1.90056 1.23535 -5.21740 -1.07 0.50 -0.05 0.02
C -2.24942 1.93277 -3.89365 0.55 -0.98 -0.40 -1.11
N -1.78593 1.16844 -2.60361 -1.47 -0.31 1.81 1.51
C -0.31294 1.05376 -2.44082 0.81 0.65 -1.65 0.14
C -2.49455 1.84348 -1.35838 1.68 1.70 -0.13 0.06
C -3.51018 0.91787 -0.77092 0.35 -0.66 0.59 0.20
C -3.73234 -0.13838 -1.84210 0.24 0.16 -0.08 -0.91
C -2.29251 -0.25043 -2.42372 -2.32 -0.22 -0.77 -1.10
H -1.74460 3.06775 -6.45086 0.39 -0.13 -0.02 0.39
H -3.33876 2.57283 -6.19103 -0.28 -0.44 -0.07 0.37
H -2.31578 1.64960 -7.33466 -0.09 0.03 0.14 0.38
H -0.83976 0.98590 -5.24159 -0.14 -0.10 -0.30 0.16
H -2.54851 0.37554 -5.38768 0.42 -0.51 0.45 0.24
H -3.32330 2.11397 -3.84830 0.01 -0.31 0.40 0.46
H -1.77638 2.91391 -3.93475 0.31 -0.03 0.74 0.44
H 0.03852 0.25125 -1.79231 -0.54 0.58 0.68 0.16
H 0.10781 2.04763 -2.28822 0.18 0.12 0.60 -1.21
H 0.10215 0.77327 -3.40888 -0.18 -0.01 -0.26 0.24
H -1.72587 2.05752 -0.61580 0.34 -0.28 -0.19 -0.82
H -2.82102 2.85041 -1.61838 -0.31 -0.26 -0.58 0.27
H -2.99087 0.44518 0.06274 0.03 -0.35 0.06 -0.35
H -4.34632 1.40380 -0.26808 -0.28 0.10 -0.77 0.56
H -4.04942 -1.07753 -1.38870 0.02 -0.08 -0.25 0.49
H -4.48287 0.16376 -2.57252 0.11 -0.03 -0.13 0.34
H -1.73025 -0.77993 -1.65457 0.49 0.34 -0.33 0.44
H -2.29049 -0.76272 -3.38583 0.33 -0.06 0.14 0.40
C 2.71834 -2.80375 -2.64038 0.27 -0.23 -2.03 -1.80
C 3.06385 -1.36632 -2.35586 -0.87 0.77 2.77 0.80
C 4.55103 -1.06741 -2.29278 -0.15 1.71 -1.41 -0.72
N 4.90892 0.47579 -2.20731 -0.15 0.75 2.62 0.74
C 4.43162 1.06529 -0.83697 -0.02 -0.44 -0.37 -1.20
C 4.32544 1.31061 -3.42718 1.24 -1.26 0.20 -0.72
C 5.56539 1.75084 -4.25781 -1.45 0.20 0.66 -0.61
C 6.66390 0.86194 -3.73907 0.34 0.79 -1.78 -0.63
C 6.40650 0.71672 -2.26703 1.37 -0.22 -1.27 -0.69
H 3.36256 -3.57455 -2.21737 -0.12 0.28 0.58 0.39
H 2.86584 -2.93127 -3.71280 -0.08 -0.34 -0.28 0.43
H 1.65838 -3.00526 -2.48550 0.13 -0.02 0.37 0.34
H 2.64411 -1.18656 -1.36611 0.31 0.08 0.64 -0.09
H 2.42864 -0.64282 -2.86693 0.45 -0.18 -0.99 0.08
H 4.95098 -1.28970 -3.28208 0.54 -0.54 0.25 0.25
H 5.02482 -1.59344 -1.46397 0.20 0.21 -0.22 0.46
H 4.74591 2.10111 -0.70892 0.06 -0.01 -0.63 0.40
H 4.87954 0.52825 -0.00088 0.12 -0.40 -0.31 0.46
H 3.34999 1.02467 -0.70845 0.02 -0.18 -0.40 0.31
H 3.78017 2.17086 -3.03890 -0.51 -0.39 0.03 0.11
H 3.76045 0.50992 -3.90448 -0.47 0.86 -0.37 0.33
H 5.75957 2.80001 -4.03501 0.12 0.02 0.07 0.36
H 5.39595 1.69635 -5.33317 -0.07 -0.22 0.11 0.37
H 7.57457 1.37111 -4.05453 0.47 -0.39 0.67 0.45
H 6.63661 -0.06855 -4.30612 0.08 -0.31 0.37 0.29
H 6.74605 1.61508 -1.75150 -0.85 0.22 0.12 0.38
H 7.13535 -0.02495 -1.94019 -1.01 -0.79 0.72 0.29
C -4.34120 2.02935 2.49546 0.42 -0.32 1.27 -1.65
C -3.71881 0.66683 2.93120 0.12 0.24 -0.83 0.03
C -4.29304 -0.01207 4.17814 1.02 -0.70 -1.83 -0.55
N -3.36510 -1.21999 4.52295 1.00 -1.24 0.85 0.51
C -2.99705 -2.23068 3.38220 -1.41 0.72 0.37 -1.42
C -4.10789 -1.95944 5.63786 0.73 -1.27 -0.20 -0.70
C -3.69179 -1.32100 6.92899 -0.74 1.68 -0.33 -0.59
C -2.28100 -0.80446 6.74953 0.28 0.98 -0.65 -0.66
C -2.00627 -0.82110 5.18603 -0.76 -0.44 2.03 -0.51
H -5.40198 1.99369 2.24734 -0.05 -0.27 0.31 0.37
H -3.87559 2.54154 1.65345 0.44 -0.45 0.07 0.35
H -4.17748 2.66205 3.36781 -0.43 0.48 -0.15 0.45
H -2.65027 0.73018 3.13687 0.16 0.69 -0.26 0.27
H -3.75442 -0.01050 2.07792 -0.32 -0.26 0.10 0.18
H -5.25459 -0.46360 3.93392 -0.08 0.16 0.39 0.39
H -4.33140 0.65265 5.04114 0.00 -0.25 0.03 0.36
H -3.92786 -2.75123 3.15696 -0.15 0.36 -0.53 0.56
H -2.33725 -3.04365 3.68523 0.22 0.64 0.81 0.65
H -2.54076 -1.71889 2.53487 -0.18 0.04 0.18 0.23
H -3.75487 -2.99067 5.63273 -0.07 -0.11 -0.29 0.42
H -5.18635 -1.94739 5.48011 0.18 0.01 -0.23 0.35
H -3.82440 -1.96901 7.79535 -0.22 0.26 -0.14 0.43
H -4.30164 -0.41771 6.94478 -0.45 -0.18 1.03 0.29
H -1.64342 -1.31171 7.47360 0.70 -0.40 -0.96 0.36
H -2.12861 0.24965 6.98134 -0.61 -0.02 0.63 0.30
H -1.26168 -1.61215 5.09691 -0.08 0.39 -1.24 0.25
H -1.75097 0.18164 4.84336 0.44 -0.57 -0.22 0.40
C 0.86346 3.29147 1.29457 -0.46 0.16 0.53 -0.94
C 1.91610 4.30350 0.82696 -1.80 -0.24 -0.83 0.32
C 1.13937 5.31691 -0.11294 1.66 0.43 2.84 -0.66
N 2.04246 6.45626 -0.49685 -1.08 1.47 -2.82 1.19
C 1.28664 7.00849 -1.80627 1.35 -0.14 1.15 -1.37
C 2.15237 7.58470 0.51345 -0.17 1.10 -0.47 -0.71
C 3.36856 8.50905 0.12030 -0.14 -2.76 1.02 -0.61
C 4.23775 7.49881 -0.72701 -1.07 0.39 -1.48 -0.56
C 3.46539 6.13664 -0.81051 0.12 0.30 1.94 -1.07
H 1.24173 2.36026 1.71630 0.19 0.06 -0.31 0.31
H 0.08987 3.08081 0.55614 0.34 -0.28 -0.37 -0.24
H 0.29727 3.76062 2.09920 -0.02 0.11 0.23 0.50
H 2.69811 3.84392 0.22251 -0.07 -0.20 0.02 -0.09
H 2.35472 4.68229 1.75012 0.16 0.66 -0.35 0.29
H 0.38229 5.91076 0.39919 -0.51 -0.71 0.42 0.30
H 0.66518 4.82411 -0.96169 0.55 -0.18 -0.26 -0.24
H 0.99659 6.16606 -2.43417 0.10 -0.15 0.21 0.52
H 1.99352 7.61117 -2.37654 -0.23 0.29 0.25 0.38
H 0.41306 7.54532 -1.43645 0.17 0.07 -0.20 0.34
H 1.24573 8.18933 0.49043 -0.23 -0.45 0.18 0.30
H 2.30994 7.16583 1.50734 -0.11 -0.22 -0.19 0.45
H 3.10737 9.47369 -0.31480 0.02 -0.43 -0.33 0.37
H 3.84585 8.67685 1.08577 0.23 0.40 -0.23 0.29
H 4.24318 7.91184 -1.73571 0.72 0.02 -0.03 0.28
H 5.24206 7.34229 -0.33336 -0.14 0.13 -0.24 0.45
H 3.45648 5.40681 -1.62006 0.49 0.55 -0.56 0.55
H 3.80456 5.59742 0.07396 0.01 -0.26 -0.08 0.26
```
Forces are in eV/Å.

Values from the calculation:
2S+1: 2
E_HOMO (spin up / spin down) in eV: -7.95 / -15.31
Net charge: +3
F_max in eV/Å: 3.4
M in g/mol: 740.644
LUMO energy (spin up / spin down) in eV: -5.6 / -5.6

***

Which value of M does entry 3 give?
740.644 g/mol

***

Number 3 is which compound?
C40H90ClN5O4